# 1
Entry from OMol25: C5H9IN as an isolated structure (wB97M-V/def2-TZVPD).

Calculated values
Net charge   +1
Highest occupied orbital energy   -0.494 Eh
LUMO   -3.799 eV
Maximum force   3.31 eV/Å
Gap between HOMO and LUMO   0.3548 Eh
Energy above the lowest of the compared OMol25 structures with the same formula, charge and spin   43.1 kcal per mole
Energy   -14912.40127 eV

Geometry (Å):
C 0.072 0.534 1.698
C 1.192 -0.148 1.534
C -0.176 1.021 0.280
C 1.223 0.334 0.040
C -1.370 0.380 -0.283
N 1.280 -0.747 -1.024
I 2.907 1.634 -0.275
H -0.556 0.555 2.562
H 1.818 -0.767 2.272
H -0.094 2.088 0.258
H -1.533 -0.661 -0.100
H -1.488 0.589 -1.360
H -2.182 0.833 0.473
H 1.708 -1.686 -0.568
H 1.799 -0.568 -1.929
H 0.297 -1.001 -1.322

Atom charges from the Löwdin analysis, given in e for atoms 1 to 6: C -0.06; C -0.07; C -0.36; C -0.81; C -0.07; N 0.13

# 2
Entry from OMol25: a 2-piece molecular cluster, C5H9IN2 overall (wB97M-V/def2-TZVPD).

Calculated values
Highest occupied orbital energy (spin up / spin down)   -0.269 / -0.302 Eh
LUMO (spin up / spin down)   -0.754 / 0.231 eV
Maximum force   3.69 eV/Å
Gap between HOMO and LUMO (spin up / spin down)   0.2413 / 0.3105 Eh
Energy above the lowest of the compared OMol25 structures with the same formula, charge and spin   82.6 kcal per mole
Energy   -16406.22909 eV

Geometry (Å):
C -0.056 -0.056 1.744
C -0.161 1.037 -1.075
C 0.870 2.120 -0.826
C 0.049 -2.355 1.079
C -1.410 1.282 -0.447
N -0.191 0.128 -2.000
N 0.106 -1.228 1.951
I -1.984 2.924 0.848
H 0.165 0.893 2.345
H 1.336 2.202 0.176
H 1.688 1.906 -1.502
H 0.444 3.192 -0.902
H 0.872 -2.936 1.212
H -0.028 -2.237 0.035
H -0.824 -2.799 1.318
H -2.338 0.621 -0.428
H -1.007 -0.408 -2.146

Atom charges from the Löwdin analysis, given in e for atoms 1 to 6: C 0.00; C -0.59; C -0.11; C -0.10; C -0.53; N 0.12

# 3
Entry from OMol25: C5H9LuNOSi2 as an isolated structure (wB97M-V/def2-TZVPD).

Calculated values
Net charge   +3
Highest occupied orbital energy   -0.682 Eh
LUMO   -16.617 eV
Maximum force   3.47 eV/Å
Gap between HOMO and LUMO   0.0709 Eh
Energy   -58206.43600 eV

Geometry (Å):
Si 2.796 -0.038 0.216
O 1.877 1.100 0.953
Si 0.512 1.675 0.068
C -0.943 0.456 0.104
C -2.221 0.811 -0.407
C -3.195 -0.173 -0.358
N -3.075 -1.369 0.090
C -1.940 -1.737 0.617
C -0.881 -0.840 0.620
H 4.274 0.186 0.392
H 2.510 -1.363 0.808
H 2.523 -0.199 -1.252
H 0.971 1.721 -1.341
H 0.146 3.042 0.430
H -2.425 1.802 -0.812
H -4.186 0.108 -0.765
H -1.793 -2.738 1.036
H 0.058 -1.185 1.064
Lu 4.992 -1.261 -1.464

Atom charges from the Löwdin analysis, given in e for atoms 1 to 6: Si 0.37; O -0.39; Si 0.70; C -0.22; C 0.01; C -0.05

# 4
Entry from OMol25: an isolated ion of composition C5H9N and charge -1 (wB97M-V/def2-TZVPD).

Calculated values
Net charge   -1
Highest occupied orbital energy (spin up / spin down)   0.032 / -0.111 Eh
LUMO (spin up / spin down)   4.093 / 4.072 eV
Expectation value of S²   0.75
Maximum force   1.90 eV/Å
Gap between HOMO and LUMO (spin up / spin down)   0.1180 / 0.2601 Eh
Energy above the lowest of the compared OMol25 structures with the same formula, charge and spin   25.9 kcal per mole
Energy   -6817.61043 eV
2S+1   2

Geometry (Å):
C -0.733 -2.767 0.387
C -0.295 -1.597 -0.102
N 0.538 -0.765 0.561
C 0.804 0.664 0.402
C -0.061 2.702 -0.867
C -0.188 1.380 -0.467
H -1.216 -3.544 -0.191
H -0.619 -2.988 1.450
H -0.466 -1.272 -1.128
H 0.745 -1.097 1.491
H 1.793 0.739 -0.062
H 0.878 1.235 1.358
H -0.947 3.296 -1.083
H 0.877 3.178 -1.122
H -1.110 0.836 -0.628

Atom charges from the Löwdin analysis, given in e for atoms 1 to 6: C -0.08; C -0.30; N -0.05; C -0.34; C -0.21; C -0.35

# 5
Entry from OMol25: a 2-piece molecular cluster, C5H9N overall (wB97M-V/def2-TZVPD).

Calculated values
Highest occupied orbital energy   -0.237 Eh
LUMO   -1.985 eV
Maximum force   1.87 eV/Å
Gap between HOMO and LUMO   0.1638 Eh
Energy above the lowest of the compared OMol25 structures with the same formula, charge and spin   171.6 kcal per mole
Energy   -6813.55386 eV

Geometry (Å):
C 1.855 0.606 0.471
N 2.439 -0.631 0.074
C -0.150 -1.538 0.086
C -1.118 -0.832 0.485
C -2.113 0.126 0.277
C -2.206 0.872 -0.838
H 2.571 1.408 0.719
H 1.171 1.029 -0.289
H 1.273 0.436 1.378
H 3.030 -0.470 -0.743
H 0.783 -1.393 0.698
H -0.086 -2.197 -0.776
H -2.878 0.277 1.030
H -3.047 1.547 -0.902
H -1.527 0.758 -1.669

Atom charges from the Löwdin analysis, given in e for atoms 1 to 6: C -0.34; N -0.11; C 0.00; C 0.00; C -0.19; C 0.05

# 6
Entry from OMol25: one molecule with the formula C5H9N (wB97M-V/def2-TZVPD).

Calculated values
Highest occupied orbital energy   -0.311 Eh
LUMO   0.753 eV
SMILES string   C=C/C(N)=C/C
Maximum force   4.33 eV/Å
Gap between HOMO and LUMO   0.3387 Eh
Energy above the lowest of the compared OMol25 structures with the same formula, charge and spin   65.1 kcal per mole
Energy   -6818.17120 eV

Geometry (Å):
C 1.216 1.248 -1.571
N -1.476 0.237 -0.185
C -0.124 -0.214 0.093
C 0.931 0.441 -0.360
C -0.871 -1.467 1.968
C 0.046 -1.343 0.944
H 1.042 0.818 -2.538
H 0.636 2.218 -1.649
H 2.215 1.541 -1.319
H -1.813 1.084 0.402
H -1.751 0.544 -1.178
H 1.862 0.038 0.205
H -1.652 -0.735 1.956
H -0.908 -2.288 2.739
H 0.648 -2.120 0.494

Atom charges from the Löwdin analysis, given in e for atoms 1 to 6: C -0.11; N 0.02; C -0.42; C -0.14; C 0.04; C -0.15

# 7
Entry from OMol25: one molecule with the formula C5H9N (wB97M-V/def2-TZVPD).

Calculated values
Highest occupied orbital energy   -0.328 Eh
LUMO   1.318 eV
SMILES string   C1CC1N1CC1
Maximum force   0.26 eV/Å
Gap between HOMO and LUMO   0.3760 Eh
Energy above the lowest of the compared OMol25 structures with the same formula, charge and spin   51.2 kcal per mole
Energy   -6818.77379 eV

Geometry (Å):
C 1.209 0.081 -1.272
C -0.130 0.111 -1.962
C -0.021 0.467 -0.508
N -0.580 -0.481 0.428
C -1.154 0.059 1.646
C 0.127 -0.695 1.677
H 1.652 -0.886 -1.051
H 1.931 0.859 -1.501
H -0.335 0.883 -2.700
H -0.602 -0.846 -2.158
H -0.119 1.521 -0.239
H -1.091 1.138 1.795
H -2.086 -0.386 1.991
H 0.145 -1.726 2.024
H 1.047 -0.138 1.856

Atom charges from the Löwdin analysis, given in e for atoms 1 to 6: C -0.11; C -0.11; C -0.34; N -0.09; C -0.14; C -0.14

# 8
Entry from OMol25: one molecule with the formula C5H9N (wB97M-V/def2-TZVPD).

Calculated values
Highest occupied orbital energy   -0.329 Eh
LUMO   1.273 eV
SMILES string   C1CC1N1CC1
Maximum force   0.68 eV/Å
Gap between HOMO and LUMO   0.3756 Eh
Energy above the lowest of the compared OMol25 structures with the same formula, charge and spin   61.7 kcal per mole
Energy   -6818.31743 eV

Geometry (Å):
C 1.414 0.166 0.464
C 0.775 1.154 1.457
C -0.053 0.143 0.737
N -1.070 0.304 -0.293
C -1.507 -1.012 -0.769
C -0.583 -0.191 -1.575
H 1.743 0.718 -0.417
H 2.014 -0.729 0.628
H 0.760 1.094 2.547
H 0.883 2.175 1.104
H -0.318 -0.657 1.425
H -1.076 -1.874 -0.256
H -2.557 -1.133 -1.030
H -0.883 0.337 -2.475
H 0.459 -0.495 -1.548

Atom charges from the Löwdin analysis, given in e for atoms 1 to 6: C -0.12; C -0.09; C -0.35; N -0.06; C -0.14; C -0.15

# 9
Entry from OMol25: C5H9N as an isolated structure (wB97M-V/def2-TZVPD).

Calculated values
Highest occupied orbital energy   -0.335 Eh
LUMO   -0.572 eV
Maximum force   1.08 eV/Å
Gap between HOMO and LUMO   0.3144 Eh
Energy above the lowest of the compared OMol25 structures with the same formula, charge and spin   109.3 kcal per mole
Energy   -6816.25727 eV

Geometry (Å):
C -2.083 0.107 0.239
C -0.833 -0.635 -0.248
C 0.452 -0.108 0.414
C 2.599 -0.653 -0.545
C 0.661 1.314 0.185
N 0.804 2.447 -0.006
H -2.225 -0.007 1.320
H -2.023 1.178 0.020
H -2.977 -0.287 -0.255
H -0.929 -1.705 -0.029
H -0.745 -0.540 -1.335
H 0.443 -0.298 1.494
H 1.354 -0.826 0.049
H 2.387 -0.038 -1.442
H 3.117 0.049 0.139

Atom charges from the Löwdin analysis, given in e for atoms 1 to 6: C -0.10; C -0.24; C -0.22; C 0.10; C -0.26; N 0.16

# 10
Entry from OMol25: a 2-piece molecular cluster, C5H9N overall (wB97M-V/def2-TZVPD).

Calculated values
Highest occupied orbital energy   -0.338 Eh
LUMO   1.040 eV
SMILES string   C=C=N.C=CC
Maximum force   0.70 eV/Å
Gap between HOMO and LUMO   0.3765 Eh
Energy above the lowest of the compared OMol25 structures with the same formula, charge and spin   73.1 kcal per mole
Energy   -6817.82580 eV

Geometry (Å):
C -0.676 1.538 -0.262
C -0.777 0.096 0.162
C -0.875 -0.899 -0.796
C 1.356 -0.118 1.241
C 1.782 -0.847 0.192
N 1.708 -1.479 -0.827
H -0.086 2.155 0.421
H -1.684 1.972 -0.310
H -0.236 1.614 -1.262
H -1.134 -0.096 1.169
H -1.032 -0.595 -1.831
H -1.306 -1.860 -0.519
H 0.508 -1.311 -1.016
H 1.167 -0.644 2.174
H 1.631 0.928 1.320

Atom charges from the Löwdin analysis, given in e for atoms 1 to 6: C -0.10; C -0.25; C -0.12; C -0.03; C -0.30; N 0.11